1.
Computed, not measured: a cluster of 9 separate species, C36H68N4O10S5 in total, with ωB97M-V/def2-TZVPD.

Properties
**SMILES**: O=S1(=O)CCCC1.O=S1(=O)CCCC1.O=S1(=O)CCCC1.O=S1(=O)CCCC1.O=S1(=O)CCCC1.CCCC#N.CCCC#N.CCCC#N.CCCC#N
**Largest force on an atom**: 3.97 eV/A
**Relative energy (zero: lowest compared OMol25 entry of this formula, charge and spin)**: 374.3 kJ/mol
**Net charge**: 0
**Total energy**: -119038.5882 eV

Each line ends with the Löwdin charge.
Atoms and positions in Å:
1 O 5.7625 -9.2692 -1.8102  -0.34
2 S 5.8658 -8.0474 -1.0069  0.69
3 O 5.6551 -8.1279 0.4333  -0.34
4 C 7.3859 -7.0663 -1.3231  -0.23
5 C 7.0410 -5.7765 -2.0429  -0.20
6 C 5.5111 -5.5246 -1.7992  -0.20
7 C 4.7402 -6.8699 -1.7342  -0.24
8 H 8.0646 -7.7590 -1.8207  0.10
9 H 7.8832 -6.7747 -0.3980  0.10
10 H 7.7374 -4.9872 -1.7597  0.11
11 H 7.1811 -5.9182 -3.1145  0.11
12 H 4.9405 -4.7530 -2.3161  0.11
13 H 5.3450 -5.0807 -0.8177  0.10
14 H 4.5540 -7.1686 -2.7658  0.10
15 H 3.7598 -6.9977 -1.2753  0.11
16 O -4.2973 4.7937 9.1495  -0.32
17 S -3.9415 4.9727 7.7581  0.69
18 O -4.4677 6.0770 6.9934  -0.34
19 C -2.1308 4.6515 7.3254  -0.20
20 C -1.9401 3.1612 7.1687  -0.21
21 C -3.3339 2.3920 7.1280  -0.18
22 C -4.4274 3.4525 6.8792  -0.25
23 H -1.4843 5.1451 8.0510  0.10
24 H -1.9821 5.0686 6.3294  0.10
25 H -1.4135 2.9582 6.2362  0.10
26 H -1.2587 2.6846 7.8734  0.10
27 H -3.6415 1.9890 8.0929  0.10
28 H -3.3774 1.6128 6.3670  0.11
29 H -5.4736 3.2027 7.0557  0.11
30 H -4.4456 3.7232 5.8235  0.10
31 O 4.8392 -0.1791 3.0123  -0.38
32 S 4.9982 -1.2044 4.1006  0.76
33 O 5.4436 -2.5673 3.7054  -0.37
34 C 6.0793 -0.4673 5.4174  -0.24
35 C 5.1439 0.4419 6.1030  -0.26
36 C 3.7775 -0.2058 6.3229  -0.21
37 C 3.5160 -1.3213 5.2860  -0.18
38 H 6.9736 -0.0129 4.9911  0.11
39 H 6.4665 -1.3407 5.9422  0.11
40 H 5.6280 0.5153 7.0768  0.11
41 H 5.1672 1.4413 5.6685  0.12
42 H 2.9667 0.4724 6.0570  0.11
43 H 3.6983 -0.4381 7.3849  0.12
44 H 2.5320 -1.2756 4.8194  0.10
45 H 3.7225 -2.2284 5.8539  0.10
46 O 3.5027 1.4684 -2.5812  -0.36
47 S 4.8090 2.1829 -2.4588  0.71
48 O 5.3693 2.6665 -3.7255  -0.35
49 C 4.9450 3.5782 -1.2920  -0.21
50 C 6.4674 3.5814 -1.1449  -0.23
51 C 6.7761 2.1602 -0.6928  -0.22
52 C 5.9989 1.1489 -1.5843  -0.20
53 H 4.2700 3.3310 -0.4726  0.11
54 H 4.4044 4.4412 -1.6807  0.11
55 H 6.9638 3.7372 -2.1027  0.11
56 H 6.9207 4.3833 -0.5623  0.12
57 H 6.6520 2.0057 0.3790  0.11
58 H 7.8593 2.0439 -0.7280  0.11
59 H 5.3562 0.4786 -1.0135  0.10
60 H 6.5778 0.5410 -2.2797  0.11
61 O -0.0432 -2.2492 -5.5665  -0.36
62 S 0.4157 -1.9410 -6.9483  0.69
63 O 1.3481 -2.8610 -7.5582  -0.33
64 C -1.0435 -1.7475 -7.9415  -0.24
65 C -1.6237 -0.3361 -7.4931  -0.19
66 C -0.3899 0.6123 -7.6669  -0.20
67 C 0.8520 -0.1303 -7.0707  -0.20
68 H -1.7050 -2.6074 -7.8370  0.11
69 H -0.7465 -1.6730 -8.9877  0.10
70 H -2.6003 -0.0990 -7.9152  0.11
71 H -1.8358 -0.3566 -6.4242  0.10
72 H -0.4356 1.6456 -7.3227  0.11
73 H -0.1491 0.7073 -8.7257  0.10
74 H 1.2443 0.1865 -6.1043  0.10
75 H 1.7610 -0.0665 -7.6688  0.09
76 C -5.2930 -5.6244 -1.3617  -0.11
77 C -5.0755 -4.2579 -2.0188  -0.27
78 C -4.0552 -4.2792 -3.1157  -0.21
79 C -4.3364 -4.8976 -4.4201  -0.20
80 N -4.6494 -5.3663 -5.4433  0.13
81 H -5.6178 -6.4116 -2.0421  0.07
82 H -5.9853 -5.6877 -0.5222  0.07
83 H -4.3345 -6.0083 -1.0125  0.07
84 H -4.6681 -3.6754 -1.1925  0.10
85 H -6.0010 -3.7143 -2.2086  0.11
86 H -3.0923 -4.5701 -2.6958  0.12
87 H -4.0096 -3.2009 -3.2682  0.12
88 C 0.7913 -2.7514 0.9456  -0.07
89 C 0.4714 -1.4776 0.0451  -0.26
90 C -0.9698 -1.1337 -0.1257  -0.19
91 C -1.6433 -0.6089 1.1586  -0.20
92 N -2.1457 -0.1600 2.1082  0.11
93 H 0.3661 -3.5883 0.3915  0.07
94 H 0.2496 -2.6141 1.8814  0.05
95 H 1.8211 -2.8239 1.2953  0.07
96 H 0.9792 -1.6754 -0.8989  0.11
97 H 0.9965 -0.5878 0.3925  0.11
98 H -1.5390 -2.0295 -0.3740  0.10
99 H -1.1313 -0.4301 -0.9423  0.12
100 C -7.8807 0.9316 1.0679  -0.09
101 C -8.5557 2.2312 1.5838  -0.25
102 C -8.9583 3.2056 0.5023  -0.21
103 C -9.8835 2.6208 -0.4259  -0.26
104 N -10.5721 2.0948 -1.2080  0.14
105 H -8.5577 0.0790 1.1198  0.07
106 H -7.1603 0.6996 1.8523  0.06
107 H -7.3830 1.0463 0.1049  0.08
108 H -7.8755 2.7288 2.2750  0.10
109 H -9.4051 1.9917 2.2235  0.11
110 H -8.1898 3.7783 -0.0169  0.13
111 H -9.6884 3.9239 0.8751  0.12
112 C -2.3668 7.6525 -0.8105  -0.11
113 C -3.1675 7.1183 -2.0589  -0.21
114 C -3.3691 5.5375 -1.8985  -0.18
115 C -2.2595 4.6685 -2.4040  -0.22
116 N -1.4096 3.9638 -2.7392  0.13
117 H -2.7872 7.4872 0.1815  0.06
118 H -2.2814 8.7375 -0.7517  0.06
119 H -1.3602 7.2344 -0.8012  0.07
120 H -2.5893 7.3716 -2.9475  0.10
121 H -4.1381 7.5965 -2.1900  0.09
122 H -4.3108 5.4805 -2.4445  0.10
123 H -3.6636 5.1680 -0.9162  0.11


2.
Computed, not measured: a cluster of 7 separate species, C36H69BrF2NO18 in total, with ωB97M-V/def2-TZVPD.

Properties
**Largest force on an atom**: 0.79 eV/A
**Net charge**: +1
**Total energy**: -152269.3165 eV

Each line ends with the Löwdin charge.
Atoms and positions in Å:
1 C 7.5540 0.2476 -5.5107  -0.07
2 C 7.4038 1.7769 -5.4936  -0.14
3 C 6.5037 2.3064 -4.3970  -0.27
4 F 6.7178 1.6625 -3.2053  0.03
5 N 5.0645 2.1259 -4.6681  0.04
6 C 4.3662 1.0893 -4.3795  0.01
7 C 2.9229 1.3114 -4.6833  -0.25
8 C 2.2115 1.7879 -3.3925  -0.10
9 C 1.9108 0.6300 -2.4603  -0.18
10 F 0.8497 -0.0918 -3.0192  -0.05
11 C 3.0251 2.4027 -5.7678  -0.22
12 C 3.3238 1.9106 -7.2052  -0.20
13 C 2.8576 0.5203 -7.6292  -0.68
14 C 2.8113 0.3761 -9.1440  -0.13
15 Br 4.0742 -0.8377 -6.8769  0.79
16 C 4.2208 3.2048 -5.2497  -0.04
17 H 8.5867 -0.0328 -5.3147  0.09
18 H 7.2696 -0.1729 -6.4717  0.06
19 H 6.9466 -0.2421 -4.7499  0.06
20 H 7.0005 2.1436 -6.4413  0.12
21 H 8.3689 2.2651 -5.3591  0.13
22 H 6.6377 3.3771 -4.2318  0.17
23 H 4.8251 0.2369 -3.8981  0.15
24 H 2.4279 0.3976 -5.0047  0.12
25 H 2.7724 2.5523 -2.8478  0.12
26 H 1.2589 2.2267 -3.6957  0.14
27 H 1.6421 0.9660 -1.4599  0.10
28 H 2.7501 -0.0677 -2.3745  0.13
29 H 2.1272 3.0178 -5.7827  0.16
30 H 2.8292 2.6157 -7.8801  0.13
31 H 4.3918 1.9755 -7.4343  0.11
32 H 1.8834 0.2986 -7.1952  0.10
33 H 3.5061 1.0685 -9.6213  0.09
34 H 1.8062 0.5999 -9.5034  0.09
35 H 3.0657 -0.6272 -9.4765  0.06
36 H 3.9596 3.8635 -4.4171  0.15
37 H 4.7677 3.7842 -5.9911  0.14
38 C 1.4034 1.5413 3.0137  -0.05
39 C 1.7725 2.8543 2.3655  -0.19
40 O 3.1815 2.9198 2.0511  0.05
41 C 3.6023 2.3363 0.9479  -0.59
42 O 2.9266 1.8242 0.0823  0.09
43 O 4.9245 2.5200 0.8749  0.02
44 C 5.5523 1.9746 -0.2785  -0.05
45 H 2.0431 1.3489 3.8749  0.09
46 H 0.3665 1.5768 3.3505  0.08
47 H 1.5092 0.7127 2.3130  0.08
48 H 1.6339 3.6839 3.0546  0.13
49 H 1.1937 3.0480 1.4625  0.12
50 H 5.0150 2.2976 -1.1717  0.07
51 H 5.5687 0.8852 -0.2390  0.10
52 H 6.5680 2.3575 -0.2847  0.10
53 C -0.2596 -3.1170 -2.4105  -0.07
54 C 0.3819 -4.3655 -1.8495  -0.21
55 O 0.2265 -4.4034 -0.4201  0.03
56 C -0.9775 -4.7908 0.0073  -0.62
57 O -1.8750 -5.2031 -0.6808  0.13
58 O -1.0363 -4.5774 1.3187  0.00
59 C -2.3050 -4.8588 1.9156  -0.03
60 H 0.1279 -2.2332 -1.9053  0.06
61 H -0.0472 -3.0289 -3.4769  0.08
62 H -1.3402 -3.1550 -2.2782  0.08
63 H 1.4602 -4.3694 -1.9991  0.12
64 H -0.0382 -5.2697 -2.2878  0.12
65 H -2.6065 -5.8964 1.7898  0.10
66 H -3.0672 -4.2057 1.4925  0.09
67 H -2.1765 -4.6443 2.9723  0.10
68 C 12.3797 1.2686 1.0154  -0.06
69 C 11.6563 0.0301 1.4888  -0.19
70 O 10.2655 0.0394 1.0842  0.04
71 C 10.0345 -0.3158 -0.1694  -0.61
72 O 10.8425 -0.6816 -0.9839  0.13
73 O 8.7092 -0.2657 -0.3830  0.00
74 C 8.3184 -0.6809 -1.6897  -0.06
75 H 11.8700 2.1664 1.3656  0.08
76 H 13.3931 1.2711 1.4174  0.08
77 H 12.4419 1.2906 -0.0714  0.08
78 H 11.6083 -0.0175 2.5740  0.13
79 H 12.1220 -0.8790 1.1116  0.12
80 H 8.6954 -1.6762 -1.9175  0.10
81 H 8.6832 0.0210 -2.4391  0.08
82 H 7.2308 -0.6842 -1.6735  0.08
83 C -5.3671 3.2769 4.2329  -0.06
84 C -5.3891 1.8444 4.7162  -0.20
85 O -5.1675 0.9141 3.6372  0.04
86 C -3.9052 0.7461 3.2678  -0.61
87 O -2.9335 1.2566 3.7680  0.11
88 O -3.8788 -0.1115 2.2436  0.01
89 C -2.5742 -0.3584 1.7216  -0.04
90 H -6.0800 3.4164 3.4194  0.08
91 H -5.6453 3.9405 5.0520  0.08
92 H -4.3733 3.5542 3.8843  0.07
93 H -6.3712 1.5752 5.0981  0.11
94 H -4.6498 1.6763 5.4981  0.13
95 H -1.8879 -0.6572 2.5118  0.09
96 H -2.1871 0.5313 1.2249  0.09
97 H -2.6884 -1.1641 1.0018  0.09
98 C -10.7360 -0.1792 9.4749  -0.06
99 C -11.3424 0.9946 8.7416  -0.20
100 O -10.4150 1.5640 7.7912  0.04
101 C -10.3054 0.9118 6.6401  -0.60
102 O -10.9241 -0.0724 6.3146  0.11
103 O -9.3955 1.5302 5.8873  0.01
104 C -9.1800 0.9364 4.6003  -0.03
105 H -9.8014 0.1120 9.9548  0.08
106 H -11.4265 -0.5216 10.2464  0.08
107 H -10.5450 -1.0058 8.7926  0.08
108 H -11.5608 1.8190 9.4167  0.12
109 H -12.2539 0.7130 8.2162  0.12
110 H -10.1180 0.8343 4.0581  0.10
111 H -8.7121 -0.0419 4.6961  0.09
112 H -8.5163 1.6184 4.0773  0.09
113 C -7.7936 -3.5712 -0.4031  -0.06
114 C -7.0399 -3.6209 0.9065  -0.21
115 O -7.6125 -2.7320 1.8853  0.03
116 C -8.7038 -3.1913 2.5019  -0.61
117 O -9.1952 -4.2807 2.3527  0.12
118 O -9.1044 -2.2700 3.3750  -0.01
119 C -10.2593 -2.6272 4.1521  -0.02
120 H -7.8450 -2.5473 -0.7745  0.08
121 H -7.2778 -4.1824 -1.1448  0.08
122 H -8.8039 -3.9575 -0.2808  0.08
123 H -6.0189 -3.2610 0.7925  0.12
124 H -7.0190 -4.6308 1.3151  0.12
125 H -10.1094 -3.5891 4.6378  0.10
126 H -11.1413 -2.6791 3.5155  0.10
127 H -10.3662 -1.8314 4.8818  0.06


3.
Computed, not measured: a cluster of 5 separate species, C36H70N6O9P in total, with ωB97M-V/def2-TZVPD.

Properties
**Largest force on an atom**: 1.89 eV/A
**Relative energy (zero: lowest compared OMol25 entry of this formula, charge and spin)**: 100.3 kJ/mol
**Net charge**: -1
**Total energy**: -75122.1143 eV

Each line ends with the Löwdin charge.
Atoms and positions in Å:
1 C -6.7900 -3.9102 -3.3794  -0.03
2 C -6.2327 -5.1061 -3.5634  -0.21
3 C -4.7809 -5.5097 -3.3112  -0.15
4 C -4.3104 -5.6052 -1.8106  -0.34
5 P -5.8583 -6.1036 -0.8647  0.81
6 N -6.4286 -7.4655 -1.4685  -0.28
7 C -3.5722 -4.3212 -1.2808  -0.24
8 C -3.7983 -2.9634 -2.0290  -0.10
9 C -2.5054 -2.1931 -2.4208  -0.12
10 C -1.9214 -2.6708 -3.7416  -0.22
11 C -2.6357 -2.3831 -4.8948  -0.07
12 C -2.2336 -2.7545 -6.1501  -0.09
13 C -1.0595 -3.4898 -6.2586  -0.11
14 C -0.3458 -3.7869 -5.1285  -0.09
15 C -0.7509 -3.3916 -3.8677  -0.04
16 C -4.0205 -4.0073 0.1838  -0.07
17 C -3.0645 -3.0522 0.8997  -0.48
18 O -3.1381 -1.8404 0.8261  0.07
19 O -2.1145 -3.5879 1.6943  0.12
20 C -2.0905 -4.7720 -1.3817  -0.37
21 O -1.1035 -4.3288 -0.8584  0.15
22 N -2.0359 -5.9618 -2.2085  0.12
23 C -3.2004 -6.7122 -1.6556  -0.33
24 C -3.4668 -8.1204 -2.2492  -0.17
25 C -2.2370 -8.7012 -3.0079  -0.08
26 C -2.7194 -7.0320 -0.1860  -0.69
27 O -3.5264 -7.0415 0.7917  -0.10
28 O -1.5335 -7.3343 -0.0660  0.02
29 H -7.6467 -3.5310 -3.9315  0.05
30 H -6.3935 -3.2424 -2.6117  0.05
31 H -6.8893 -5.8985 -3.9336  0.09
32 H -4.6320 -6.4533 -3.8391  0.11
33 H -4.1524 -4.7722 -3.8282  0.10
34 H -6.8125 -5.0546 -0.8742  0.00
35 H -5.5577 -6.3391 0.4874  0.01
36 H -7.3847 -7.3220 -1.7843  -0.05
37 H -4.3956 -3.0200 -2.9413  0.08
38 H -4.3361 -2.2810 -1.3627  0.11
39 H -2.8390 -1.1604 -2.6088  0.12
40 H -1.7740 -2.1251 -1.6144  0.10
41 H -3.5643 -1.8172 -4.7990  0.12
42 H -2.8138 -2.4877 -7.0280  0.10
43 H -0.7253 -3.7820 -7.2507  0.10
44 H 0.5826 -4.3390 -5.2620  0.11
45 H -0.1528 -3.6366 -2.9951  0.11
46 H -4.0514 -4.9136 0.8053  0.09
47 H -5.0304 -3.5846 0.2021  0.12
48 H -2.2271 -4.5543 1.6994  0.12
49 H -2.1315 -5.7194 -3.1950  0.12
50 H -4.3851 -8.1936 -2.8340  0.08
51 H -3.6049 -8.7838 -1.3894  0.12
52 H -2.6409 -9.4894 -3.6623  0.06
53 H -1.5889 -9.2143 -2.2949  0.07
54 H -1.7008 -7.9535 -3.5928  0.06
55 C -0.6095 1.4171 3.6033  -0.07
56 C -0.9810 2.6825 2.8361  -0.42
57 C -1.9175 2.4372 1.6448  -0.21
58 O -1.2856 1.8737 0.5084  -0.22
59 C -1.0868 0.4628 0.5795  -0.08
60 N 0.2482 3.3687 2.4194  0.05
61 H 0.1445 0.8245 3.0872  0.07
62 H -0.1953 1.6766 4.5796  0.07
63 H -1.4845 0.7864 3.7704  0.08
64 H -1.5147 3.3368 3.5328  0.13
65 H -2.2992 3.4071 1.3147  0.11
66 H -2.7906 1.8393 1.9343  0.13
67 H -1.8954 -0.0379 1.1061  0.06
68 H -0.1283 0.2366 1.0530  0.08
69 H -1.0468 0.0792 -0.4398  0.08
70 H -0.0019 4.2636 2.0041  0.06
71 H 0.6399 2.8413 1.6418  0.07
72 C -0.2104 6.9179 -1.1516  -0.07
73 C 0.1836 5.4513 -0.9996  -0.43
74 C 1.0330 4.9163 -2.1638  -0.20
75 O 0.3113 4.6491 -3.3527  -0.18
76 C 0.0354 5.7823 -4.1516  -0.11
77 N -1.0266 4.6501 -0.7956  0.06
78 H -1.0282 7.0563 -1.8584  0.06
79 H -0.5477 7.3173 -0.1943  0.07
80 H 0.6367 7.5228 -1.4840  0.08
81 H 0.7966 5.3736 -0.0951  0.13
82 H 1.4519 3.9537 -1.8586  0.12
83 H 1.8853 5.5769 -2.3746  0.12
84 H 0.8468 6.5154 -4.1136  0.09
85 H -0.9059 6.2490 -3.8511  0.07
86 H -0.0795 5.4436 -5.1817  0.09
87 H -0.7581 3.6895 -0.5853  0.05
88 H -1.4968 4.5779 -1.6947  0.08
89 C 3.6468 6.0696 5.9063  -0.08
90 C 2.7975 5.1526 5.0303  -0.43
91 C 2.7676 3.6909 5.5077  -0.20
92 O 3.9404 2.9451 5.2297  -0.18
93 C 5.0097 3.1544 6.1273  -0.12
94 N 3.2558 5.2669 3.6442  0.05
95 H 4.7138 5.9511 5.7172  0.06
96 H 3.4032 7.1137 5.7043  0.07
97 H 3.4625 5.8842 6.9676  0.07
98 H 1.7680 5.5210 5.0767  0.13
99 H 1.9672 3.1804 4.9667  0.10
100 H 2.5188 3.6249 6.5763  0.12
101 H 4.6632 3.3274 7.1507  0.09
102 H 5.6256 3.9918 5.7928  0.05
103 H 5.6348 2.2599 6.1200  0.09
104 H 2.6190 4.7389 3.0505  0.05
105 H 4.1371 4.7621 3.5695  0.05
106 C 7.6276 4.7878 1.2024  -0.07
107 C 8.1114 4.5534 2.6301  -0.43
108 C 9.1032 3.3869 2.7657  -0.21
109 O 8.5186 2.1002 2.7030  -0.19
110 C 8.2371 1.6317 1.3962  -0.10
111 N 6.9470 4.3807 3.5029  0.05
112 H 6.8727 4.0645 0.8959  0.07
113 H 7.1728 5.7752 1.1176  0.08
114 H 8.4564 4.7408 0.4924  0.08
115 H 8.6391 5.4591 2.9454  0.13
116 H 9.5592 3.4475 3.7581  0.12
117 H 9.9220 3.4718 2.0385  0.12
118 H 8.9862 1.9675 0.6732  0.09
119 H 7.2409 1.9460 1.0782  0.08
120 H 8.2445 0.5422 1.4245  0.09
121 H 7.2622 4.3342 4.4676  0.06
122 H 6.5676 3.4520 3.3273  0.08